Computed, not measured: a cluster of 3 separate species, C3H14NO2 in total in a non-equilibrium geometry, with ωB97M-V/def2-TZVPD.

Geometry (Å):
C1 0.156 -1.144 -0.118
C2 -1.017 -0.141 -0.010
C3 -2.308 -0.883 -0.351
N1 1.474 -0.504 -0.398
H1 -0.062 -1.891 -0.870
H2 0.245 -1.607 0.871
H3 -1.116 0.148 1.037
H4 -0.803 0.698 -0.695
H5 -2.439 -1.687 0.366
H6 -2.327 -1.351 -1.324
H7 -3.154 -0.238 -0.184
H8 1.778 -0.020 0.450
H9 1.465 0.291 -1.072
H10 2.222 -1.155 -0.591
H11 0.546 2.076 -2.323
H12 0.947 2.679 -0.965
O1 1.222 2.041 -1.633
H13 0.404 1.240 2.759
H14 1.714 0.639 2.872
O2 1.054 0.810 2.178

Forces on atoms 1 to 3 (eV/Å):
-0.715 0.198 0.856
0.446 -0.672 -0.638
0.215 -0.073 0.609

Results
Net charge: +1
LUMO level in eV: -3.07
HOMO-LUMO gap in eV: 12.45
Energy above the lowest of the compared OMol25 structures with the same formula, charge and spin in kcal per mole: 11.78
Strongest force on any atom in eV/Å: 1.29